[1]
Below is a molecular structure, C67H74N11OS4W at a distorted geometry, with properties calculated with wB97M-V/def2-TZVPD.

Properties
Frontier orbital gap (alpha / beta)   5.525 / 5.524 eV
Relative energy (zero: lowest compared OMol25 entry of this formula, charge and spin)   2.500 eV
Total energy   -134259.6664 eV
Highest occupied orbital energy (alpha / beta)   -13.210 / -13.209 eV

Geometry as ORCA input:
```
! wB97M-V def2-TZVPD RIJCOSX def2/J DEFGRID3
* xyz 3 1
W 0.012 -0.064 -0.020
C -4.218 4.029 0.090
C -4.161 3.189 -1.180
N -2.822 3.158 -1.785
C -1.830 2.373 -1.381
S -2.182 1.224 -0.038
N -0.675 2.358 -1.952
N 0.290 1.510 -1.475
C 1.499 1.917 -1.822
C 1.757 3.202 -2.547
C 2.559 1.025 -1.502
C 3.876 1.243 -1.937
C 4.839 0.294 -1.718
C 4.467 -0.883 -1.063
C 3.170 -1.021 -0.641
N 2.210 -0.094 -0.819
H -5.247 4.071 0.449
H -3.872 5.047 -0.091
H -3.610 3.578 0.879
H -4.837 3.590 -1.932
H -4.472 2.167 -0.951
H -2.614 3.828 -2.512
H 0.891 3.847 -2.503
H 1.985 3.023 -3.602
H 2.608 3.718 -2.102
H 4.110 2.159 -2.459
H 5.857 0.436 -2.055
H 5.181 -1.675 -0.883
H 2.886 -1.934 -0.139
C 4.366 -4.683 3.302
C 4.204 -3.218 3.721
C 5.531 -2.483 3.457
C 3.884 -3.162 5.224
C 3.087 -2.529 2.956
C 2.150 -3.228 2.184
C 1.261 -2.534 1.402
N 1.234 -1.198 1.324
C 2.015 -0.501 2.172
C 2.949 -1.149 2.973
C 1.780 0.937 2.160
C 2.338 1.804 3.089
C 2.013 3.149 3.123
C 1.152 3.585 2.106
C 0.639 2.696 1.204
N 0.894 1.367 1.218
C 2.488 4.108 4.196
C 3.195 5.303 3.533
C 1.255 4.598 4.974
C 3.460 3.439 5.171
H 5.245 -5.097 3.792
H 4.513 -4.773 2.223
H 3.511 -5.292 3.603
H 6.356 -3.069 3.860
H 5.561 -1.503 3.934
H 5.699 -2.354 2.385
H 4.680 -3.657 5.782
H 2.946 -3.672 5.443
H 3.814 -2.130 5.577
H 2.134 -4.308 2.171
H 0.544 -3.047 0.773
H 3.603 -0.553 3.593
H 3.021 1.396 3.819
H 0.875 4.627 2.030
H -0.036 3.046 0.437
H 2.525 5.869 2.884
H 4.048 4.967 2.941
H 3.562 5.979 4.304
H 0.552 5.128 4.329
H 1.573 5.285 5.758
H 0.734 3.762 5.447
H 4.357 3.087 4.657
H 2.990 2.604 5.696
H 3.772 4.164 5.922
N -1.205 -0.767 1.448
S -2.266 -0.996 2.486
N -3.634 -1.627 2.087
S -4.839 -0.718 1.423
N -4.520 0.598 0.867
S -3.279 -0.896 -1.589
N -1.887 -0.139 -1.005
C -3.480 -0.046 -3.158
C -2.370 0.303 -3.915
C -2.548 1.049 -5.066
C -3.828 1.435 -5.455
C -4.930 1.072 -4.695
C -4.761 0.330 -3.534
C -2.624 -2.477 -2.112
C -2.971 -3.009 -3.347
C -2.726 -4.352 -3.601
C -2.155 -5.152 -2.623
C -1.839 -4.616 -1.379
C -2.094 -3.283 -1.109
C -5.504 -1.938 0.279
C -6.592 -1.529 -0.481
C -7.144 -2.405 -1.401
C -6.608 -3.678 -1.558
C -5.524 -4.079 -0.791
C -4.965 -3.208 0.137
C -6.106 -0.634 2.686
C -6.501 -1.769 3.382
C -7.484 -1.645 4.350
C -8.075 -0.409 4.587
C -7.676 0.713 3.871
C -6.675 0.605 2.916
C -2.587 0.465 3.480
C -1.781 1.584 3.357
C -2.101 2.728 4.072
C -3.202 2.728 4.919
C -3.962 1.578 5.086
C -3.653 0.432 4.367
C -1.670 -2.104 3.743
C -2.438 -3.154 4.216
C -1.974 -3.890 5.299
C -0.774 -3.549 5.906
C -0.017 -2.488 5.422
C -0.464 -1.760 4.335
H -1.386 0.012 -3.578
H -1.689 1.338 -5.658
H -3.962 2.017 -6.358
H -5.924 1.369 -5.002
H -5.612 0.048 -2.924
H -3.431 -2.385 -4.103
H -3.014 -4.771 -4.556
H -1.980 -6.202 -2.820
H -1.432 -5.254 -0.603
H -1.903 -2.854 -0.131
H -7.000 -0.534 -0.338
H -7.999 -2.098 -1.990
H -7.044 -4.363 -2.274
H -5.116 -5.075 -0.906
H -4.127 -3.508 0.750
H -6.040 -2.725 3.163
H -7.799 -2.513 4.916
H -8.860 -0.324 5.327
H -8.152 1.668 4.050
H -6.320 1.452 2.342
H -0.918 1.539 2.707
H -1.491 3.618 3.977
H -3.455 3.624 5.470
H -4.799 1.563 5.771
H -4.216 -0.479 4.505
H -3.385 -3.375 3.742
H -2.561 -4.716 5.677
H -0.435 -4.100 6.774
H 0.911 -2.217 5.907
H 0.090 -0.913 3.955
C 2.371 -3.483 -3.762
N 1.447 -2.490 -3.226
C 1.137 -1.327 -4.054
C 0.980 -2.573 -2.005
O 0.269 -1.703 -1.464
H 2.053 -3.790 -4.757
H 2.404 -4.358 -3.117
H 3.372 -3.054 -3.834
H 1.414 -1.536 -5.083
H 1.681 -0.447 -3.710
H 0.070 -1.127 -4.006
H 1.221 -3.503 -1.479
*
```


[2]
Below is a molecular structure, C31H42Ge2N3PtS2Te, with properties calculated with wB97M-V/def2-TZVPD.

Properties
Frontier orbital gap (alpha / beta)   6.872 / 5.591 eV
Total energy   -182535.7589 eV
Highest occupied orbital energy (alpha / beta)   -9.613 / -10.176 eV

Geometry as ORCA input:
```
! wB97M-V def2-TZVPD RIJCOSX def2/J DEFGRID3
* xyz 1 3
Pt -0.191 -0.141 -0.243
C -1.444 -3.682 3.032
C -1.252 -2.358 2.267
Ge -0.687 -2.540 0.389
C -1.811 -3.869 -0.537
C -1.676 -5.295 0.032
C 1.076 -3.370 0.457
C 2.243 -2.731 0.412
Ge 2.167 -0.840 -0.147
C 3.097 0.363 1.098
C 4.636 0.464 1.069
C 2.698 -0.632 -2.029
C 4.113 -1.059 -2.465
C 3.546 -3.419 0.706
C 4.770 -2.854 0.342
C 5.978 -3.499 0.590
C 5.986 -4.728 1.231
C 4.780 -5.297 1.628
C 3.581 -4.651 1.371
H -1.547 -3.496 4.107
H -0.592 -4.359 2.902
H -2.343 -4.210 2.712
H -0.462 -1.769 2.730
H -2.162 -1.755 2.306
H -1.501 -3.863 -1.585
H -2.852 -3.545 -0.510
H -0.634 -5.615 0.116
H -2.176 -6.006 -0.630
H -2.130 -5.392 1.017
H 1.062 -4.451 0.639
H 2.754 0.034 2.082
H 2.658 1.347 0.880
H 5.105 -0.452 1.427
H 4.987 1.281 1.709
H 5.013 0.665 0.061
H 2.529 0.419 -2.269
H 1.955 -1.215 -2.576
H 4.898 -0.514 -1.932
H 4.249 -0.855 -3.532
H 4.281 -2.126 -2.315
H 4.784 -1.889 -0.151
H 6.910 -3.037 0.283
H 6.921 -5.240 1.426
H 4.775 -6.249 2.147
H 2.653 -5.105 1.707
Te -2.570 -0.589 -1.250
C -1.824 -1.305 -3.081
C -0.649 -0.787 -3.635
C -0.165 -1.297 -4.836
C -0.846 -2.321 -5.483
C -2.025 -2.825 -4.941
C -2.519 -2.316 -3.747
H -0.089 -0.016 -3.118
H 0.751 -0.896 -5.259
H -0.456 -2.732 -6.409
H -2.563 -3.618 -5.449
H -3.442 -2.708 -3.334
C -1.100 4.381 0.469
N -1.444 3.875 -0.865
C -2.526 4.306 -1.628
C -2.515 3.593 -2.767
N -1.424 2.747 -2.671
C -0.773 2.905 -1.509
S 0.658 2.088 -0.997
H -1.960 4.915 0.865
H -0.249 5.056 0.406
H -0.853 3.547 1.115
H -3.200 5.076 -1.290
H -3.183 3.599 -3.614
H -1.137 2.077 -3.365
S -0.827 0.976 2.030
C 0.046 1.172 3.484
N 1.321 1.629 3.488
C 2.068 1.841 4.598
C 1.540 1.612 5.826
C 0.216 1.143 5.895
C -0.513 0.924 4.754
H 1.734 1.782 2.579
H 3.079 2.190 4.437
H 2.127 1.786 6.716
H -0.228 0.944 6.863
H -1.528 0.555 4.788
*
```